A cluster of 6 separate species, C26H69N5O5 in total in a non-equilibrium geometry, computed with ωB97M-V/def2-TZVPD.

Last column: Löwdin charge in e.
Atoms and positions in Å:
C: -0.69116 6.14209 -4.75384  -0.142
O: 0.36328 5.75727 -3.93179  -0.180
C: 0.27656 4.39908 -3.53885  -0.212
C: 1.56461 3.99470 -2.80284  -0.417
C: 2.66428 3.81915 -3.80994  -0.084
N: 1.28399 2.67670 -2.15691  0.045
H: -1.65980 6.13094 -4.24697  0.087
H: -0.75845 5.57901 -5.69344  0.087
H: -0.57836 7.15570 -5.14809  0.085
H: -0.55550 4.33644 -2.82561  0.119
H: 0.06583 3.72324 -4.37172  0.126
H: 1.88275 4.72878 -2.06234  0.141
H: 2.90606 4.74099 -4.34644  0.083
H: 2.45341 3.06389 -4.56897  0.086
H: 3.59960 3.57227 -3.29399  0.080
H: 2.07817 2.10144 -2.42807  0.058
H: 1.43812 2.77454 -1.15664  0.038
C: -3.74448 1.35164 -1.85148  -0.125
O: -5.09107 0.98570 -1.84000  -0.191
C: -5.90312 1.58963 -2.84112  -0.194
C: -5.57342 1.09408 -4.23784  -0.442
C: -6.57156 1.65120 -5.23384  -0.082
N: -5.70396 -0.38382 -4.32222  0.031
H: -3.11505 0.61526 -1.34835  0.077
H: -3.55277 2.29191 -1.31783  0.087
H: -3.30772 1.44313 -2.85226  0.084
H: -6.90036 1.22458 -2.59506  0.132
H: -5.85674 2.67856 -2.73973  0.128
H: -4.57542 1.27515 -4.64036  0.127
H: -6.31827 1.45964 -6.27506  0.078
H: -6.66372 2.74123 -5.14999  0.078
H: -7.58340 1.27397 -5.06102  0.078
H: -5.28389 -0.77032 -3.47549  0.066
H: -6.68149 -0.65349 -4.23846  0.066
C: -1.95066 -3.01508 1.77466  -0.124
O: -2.83051 -4.10634 1.83126  -0.158
C: -2.26087 -5.15493 2.57017  -0.221
C: -3.27450 -6.26642 2.89698  -0.434
C: -2.67238 -7.55624 3.43498  -0.070
N: -4.12572 -6.53221 1.74594  0.031
H: -2.46100 -2.07445 1.57734  0.081
H: -1.09437 -3.11793 1.09468  0.067
H: -1.38480 -2.87048 2.70609  0.084
H: -1.44414 -5.63119 2.00711  0.124
H: -1.81998 -4.85726 3.53198  0.125
H: -3.97472 -5.91368 3.66217  0.135
H: -1.90719 -7.99102 2.78559  0.075
H: -3.42129 -8.35604 3.43270  0.076
H: -2.36691 -7.53324 4.48034  0.074
H: -3.74032 -7.04010 0.96539  0.071
H: -4.57020 -5.68542 1.42825  0.064
C: 0.92805 -3.42124 -0.96607  -0.115
O: 0.98716 -4.70158 -0.38280  -0.214
C: 2.20536 -5.37845 -0.58066  -0.216
C: 2.22822 -6.53214 0.44320  -0.423
C: 3.61098 -7.16645 0.61565  -0.063
N: 1.29946 -7.61851 0.08326  0.025
H: -0.06025 -2.97426 -0.98696  0.077
H: 1.19153 -3.49071 -2.03132  0.088
H: 1.71211 -2.80895 -0.51223  0.089
H: 2.26159 -5.79599 -1.59568  0.130
H: 3.00629 -4.64549 -0.40890  0.125
H: 1.76751 -6.07231 1.32134  0.134
H: 4.22006 -6.65584 1.36050  0.073
H: 4.16589 -7.17589 -0.32913  0.075
H: 3.52875 -8.22640 0.84927  0.071
H: 0.40443 -7.16034 -0.09643  0.065
H: 1.57716 -8.04393 -0.79825  0.071
C: 3.42476 2.01409 2.18344  -0.110
O: 4.76823 2.38015 1.97978  -0.187
C: 5.62405 1.87498 2.97206  -0.246
C: 7.02496 2.46033 2.79840  -0.402
C: 6.96802 3.98230 2.72358  -0.077
N: 7.51134 1.95084 1.49910  0.029
H: 2.96590 2.57370 3.00522  0.090
H: 3.36318 0.95676 2.47225  0.090
H: 2.88263 2.14511 1.25043  0.075
H: 5.25732 2.10713 3.99443  0.123
H: 5.50996 0.78618 3.09949  0.124
H: 7.56205 2.11249 3.68005  0.137
H: 6.38964 4.34904 1.87424  0.074
H: 7.93491 4.46085 2.85136  0.074
H: 6.30132 4.40030 3.49935  0.080
H: 6.96877 2.42696 0.78924  0.063
H: 8.47406 2.18579 1.28695  0.066
C: -0.36307 0.10911 1.62736  -0.094
C: -1.46359 1.10407 1.23297  -0.258
C: -1.41412 2.51118 1.83878  -0.219
C: -0.09507 3.21944 1.59263  -0.225
C: -0.10337 4.66336 2.13688  -0.247
C: -0.47674 4.72220 3.62567  -0.118
H: -0.31743 -0.70493 0.90383  0.057
H: -0.50498 -0.33912 2.61255  0.073
H: 0.60285 0.61619 1.61904  0.050
H: -1.27546 1.34851 0.17537  0.092
H: -2.42278 0.58526 1.22635  0.098
H: -1.60026 2.35703 2.91039  0.109
H: -2.28222 3.10316 1.54038  0.116
H: 0.74581 2.70475 2.06405  0.073
H: 0.21080 3.21315 0.54231  0.092
H: 0.84809 5.16864 1.97077  0.099
H: -0.85496 5.23044 1.58253  0.102
H: -0.37346 5.71176 4.07515  0.067
H: -1.53332 4.48995 3.77428  0.064
H: 0.10049 4.02507 4.23545  0.073

Values from the calculation:
Frontier orbital gap = 9.128 eV
HOMO = -0.31838 Ha
SMILES = COC[C@H](C)N.COC[C@H](C)N.COC[C@H](C)N.COC[C@H](C)N.COC[C@H](C)N.CCCCCC
DFT total energy = -1681.8366 a.u.